A) Density functional theory data (wB97M-V/def2-TZVPD) for a cluster of 2 separate species, C2H7N3 in total.

Total charge ... 0
HOMO-LUMO gap ... 9.796 eV
E_HOMO ... -8.99 eV

Structure (XYZ):
```
12
Properties=species:S:1:pos:R:3:nbo_charge:R:1
C 1.191 -2.837 -1.470 -0.0391
N 0.206 -2.431 -0.783 -0.5978
H 1.249 -2.656 -2.556 0.1637
H 2.026 -3.383 -1.018 0.1440
H 0.519 -2.406 0.201 0.3295
N -0.194 1.399 1.443 -0.8514
C -1.155 2.355 1.042 0.3310
N -1.939 2.369 0.043 -0.7426
H -0.203 0.485 1.001 0.3776
H 0.796 1.716 1.380 0.3788
H -1.001 3.289 1.557 0.1428
H -1.495 2.099 -0.839 0.3636
```

=====

B) Density functional theory data (wB97M-V/def2-TZVPD) for a cluster of 2 separate species, C2H7N3 in total.

Total charge ... 0
HOMO-LUMO gap ... 9.601 eV
E_HOMO ... -8.87 eV

Structure (XYZ):
```
12
Properties=species:S:1:pos:R:3:nbo_charge:R:1
C -3.763 0.435 0.273 -0.4709
C 2.832 -0.119 -0.342 -0.4174
N -2.612 -0.051 0.069 0.0660
N -1.553 -0.406 -0.185 -0.0451
N 1.771 -0.375 0.660 -0.8449
H -4.400 0.525 -0.574 0.2203
H 1.175 0.395 0.623 0.3510
H -4.070 1.048 1.070 0.2298
H 3.488 0.796 -0.179 0.1892
H 3.514 -0.944 -0.621 0.1916
H 2.399 -0.011 -1.256 0.1655
H 1.219 -1.292 0.461 0.3649
```

=====

Stability, descending: A), B)

=====

A) Density functional theory data (wB97M-V/def2-TZVPD) for a cluster of 2 separate species, C2H7N3 in total.

Total charge ... 0
HOMO-LUMO gap ... 10.163 eV
E_HOMO ... -9.41 eV

Structure (XYZ):
```
12
Properties=species:S:1:pos:R:3:nbo_charge:R:1
C 0.478 0.331 1.544 -0.4068
C 0.516 -0.189 -1.633 0.4451
N -0.523 0.636 0.309 -0.8684
N -0.555 -1.008 -1.697 -0.8714
N 1.605 0.193 -1.854 -0.4400
H -1.210 -0.815 -0.933 0.4121
H -1.482 0.463 0.603 0.3525
H -0.501 1.623 0.054 0.3756
H -0.327 -1.962 -1.933 0.4024
H 1.395 -0.186 1.285 0.2123
H 0.736 1.238 2.091 0.1963
H -0.132 -0.323 2.164 0.1902
```

=====

B) Density functional theory data (wB97M-V/def2-TZVPD) for an isolated molecule of C2H7N3.

Total charge ... 0
HOMO-LUMO gap ... 9.407 eV
E_HOMO ... -8.58 eV

Structure (XYZ):
```
12
Properties=species:S:1:pos:R:3:nbo_charge:R:1
C 1.696 -0.166 0.017 -0.4056
C -0.566 0.195 -0.087 0.5840
H 2.010 0.314 -0.784 0.1966
H 2.401 -0.852 0.372 0.2035
H 1.863 0.776 0.770 0.2176
H 0.064 -1.491 -0.204 0.3811
H -2.774 0.134 -0.417 0.4202
H -1.876 -1.386 0.236 0.3672
H -1.112 2.086 0.284 0.3265
N 0.426 -0.592 -0.172 -0.5937
N -1.913 -0.462 0.080 -0.8920
N -0.218 1.444 -0.096 -0.8055
```

=====

C) Density functional theory data (wB97M-V/def2-TZVPD) for an isolated molecule of C2H7N3.

Total charge ... 0
HOMO-LUMO gap (spin up / spin down) ... 7.814 / 7.814 eV
E_HOMO (spin up / spin down) ... -7.11 / -7.11 eV

Structure (XYZ):
```
12
Properties=species:S:1:pos:R:3:nbo_charge:R:1
C 0.055 -1.175 0.400 -0.4031
C -1.653 0.332 0.001 -0.3667
N 2.010 0.513 -0.379 -0.6815
N 0.697 0.686 -0.897 -0.2014
N -0.120 -0.202 -0.497 -0.0813
H 1.998 0.492 0.646 0.3348
H 2.533 1.325 -0.686 0.3675
H 1.047 -1.485 0.693 0.1942
H -0.759 -1.856 0.570 0.1873
H -1.835 0.336 1.072 0.2193
H -1.618 1.338 -0.399 0.2215
H -2.356 -0.304 -0.527 0.2094
```

=====

Stability, descending: A), B), C)

=====

A) Density functional theory data (wB97M-V/def2-TZVPD) for a cluster of 2 separate species, C6H13N3 in total.

Total charge ... 0
HOMO-LUMO gap ... 8.274 eV
E_HOMO ... -7.54 eV

Structure (XYZ):
```
22
Properties=species:S:1:pos:R:3:nbo_charge:R:1
C 0.383 2.806 1.865 -0.2451
C 0.118 -2.066 -0.029 -0.4169
C -1.474 -0.255 -0.287 -0.4011
N -0.266 -0.886 -0.771 -0.4535
C 0.946 1.951 1.058 0.3254
N 0.321 2.694 3.279 -0.8090
C -0.083 -0.898 -2.145 0.0086
C 0.585 -1.792 -2.864 -0.5164
N 1.654 1.268 0.336 -0.6253
H -0.036 3.716 1.461 0.2210
H 0.659 1.794 3.598 0.3650
H -0.615 2.860 3.632 0.3642
H 1.241 0.498 -0.189 0.3913
H -0.501 -0.024 -2.629 0.1946
H -1.657 0.662 -0.845 0.2081
H 1.154 -2.313 -0.255 0.2112
H 0.037 -1.854 1.037 0.2050
H -0.513 -2.933 -0.264 0.1846
H -1.348 0.001 0.766 0.2040
H -2.353 -0.906 -0.384 0.1781
H 1.021 -2.683 -2.451 0.1958
H 0.726 -1.638 -3.918 0.2106
```

=====

B) Density functional theory data (wB97M-V/def2-TZVPD) for a structure of composition C6H13N3.

Total charge ... 0
HOMO-LUMO gap ... 7.931 eV
E_HOMO ... -6.91 eV

Structure (XYZ):
```
22
Properties=species:S:1:pos:R:3:nbo_charge:R:1
C 0.315 -0.770 2.004 -0.6340
C 0.561 0.626 -1.696 -0.6388
C 1.983 -0.961 -0.357 -0.6345
N -1.205 0.758 1.023 -0.2704
C -0.051 0.014 0.756 0.1261
C 0.806 -0.024 -0.368 -0.0876
N -1.375 1.977 0.435 -0.6798
C -1.536 -0.717 -0.104 0.2313
N -2.369 -0.461 -1.003 -0.6733
H -0.792 2.396 -0.287 0.3783
H -2.084 2.517 0.916 0.3916
H -2.441 0.530 -1.250 0.3512
H -1.438 -1.738 0.260 0.1918
H -0.519 -0.789 2.697 0.2356
H 0.567 -1.803 1.778 0.2131
H 1.149 -0.283 2.502 0.2358
H -0.126 0.020 -2.310 0.2208
H 0.143 1.631 -1.645 0.1880
H 1.484 0.712 -2.281 0.2189
H 2.604 -0.834 -1.243 0.2150
H 1.684 -2.013 -0.326 0.2072
H 2.640 -0.788 0.498 0.2137
```

=====

C) Density functional theory data (wB97M-V/def2-TZVPD) for a cluster of 2 separate species, C6H13N3 in total.

Total charge ... 0
HOMO-LUMO gap ... 9.192 eV
E_HOMO ... -8.64 eV

Structure (XYZ):
```
22
Properties=species:S:1:pos:R:3:nbo_charge:R:1
C 1.401 1.255 1.020 -0.6109
C 0.548 -1.737 1.070 -0.6467
C 0.156 0.677 0.360 -0.0415
C -0.370 -0.547 1.062 0.0089
C -1.588 -0.586 1.585 -0.4083
N -0.847 1.666 0.154 -0.8398
H -0.444 2.523 -0.210 0.3559
H 1.150 1.580 2.031 0.2165
H 2.192 0.515 1.084 0.2148
H 1.762 2.123 0.470 0.2060
H 0.993 -1.895 0.088 0.2156
H 1.363 -1.585 1.778 0.2149
H 0.009 -2.636 1.360 0.2166
H -2.235 0.274 1.574 0.2149
H -1.983 -1.492 2.019 0.1891
N -1.143 0.410 -2.514 -0.7654
C -0.067 -0.186 -2.472 0.6458
N 0.892 -0.909 -2.722 -0.7397
H -1.495 1.321 -0.563 0.3867
H -1.542 0.808 -3.346 0.4138
H 0.793 -1.844 -3.082 0.4090
H 0.457 0.264 -0.747 0.1436
```

=====

D) Density functional theory data (wB97M-V/def2-TZVPD) for an isolated molecule of C6H13N3.

Total charge ... 0
HOMO-LUMO gap ... 9.738 eV
E_HOMO ... -8.73 eV

Structure (XYZ):
```
22
Properties=species:S:1:pos:R:3:nbo_charge:R:1
C 0.968 -0.540 -0.754 -0.2222
C 0.187 0.094 0.403 -0.1056
C -0.600 -0.993 1.092 -0.2249
C -1.806 -0.039 -0.822 -0.2373
C -0.922 0.959 -0.080 -0.0619
C 0.907 1.433 0.734 -0.2177
H 2.807 -0.631 0.296 0.3499
H 2.661 -1.785 -0.866 0.3622
H 1.247 0.238 -1.444 0.1622
H 0.400 -1.292 -1.266 0.2085
H -1.053 -0.669 2.028 0.1813
H -0.075 -1.953 1.258 0.2172
H -2.555 -1.364 0.587 0.3631
H -2.816 0.300 -0.935 0.2007
H -1.462 -0.317 -1.810 0.1852
H -1.478 1.297 0.824 0.1778
H 0.466 2.185 -1.200 0.3491
H 2.016 1.582 0.595 0.1971
H 0.658 1.844 1.724 0.1998
N 2.126 -1.269 -0.187 -0.8477
N -1.684 -1.226 0.090 -0.6282
N 0.008 2.146 -0.265 -0.6086
```

=====

Stability, descending: C), A), D), B)

=====

A) Density functional theory data (wB97M-V/def2-TZVPD) for a cluster of 2 separate species, C6H13N3 in total.

Total charge ... 0
HOMO-LUMO gap ... 9.404 eV
E_HOMO ... -8.48 eV

Structure (XYZ):
```
22
Properties=species:S:1:pos:R:3:nbo_charge:R:1
C -1.732 -0.496 1.410 -0.5977
C -1.530 -0.789 -0.180 -0.3282
C -1.810 0.704 -0.666 -0.2335
C -0.206 -1.409 -0.750 0.1395
C 2.702 0.386 -0.124 -0.2836
C 1.938 0.112 1.102 -0.2588
H -2.385 -1.523 2.257 0.2021
H -0.762 -0.121 1.828 0.2053
H -2.458 0.593 1.476 0.2194
H -2.360 -1.429 -0.573 0.2195
H -1.714 0.476 -1.781 0.1874
H -2.733 0.817 -0.009 0.2014
H -0.940 2.577 -1.209 0.3531
H -0.025 1.466 0.014 0.3952
H -0.551 -2.324 -1.363 0.1854
H 3.147 -0.288 -0.922 0.2364
H 3.130 1.405 -0.387 0.2046
H 1.849 1.084 1.743 0.2336
H 1.946 -1.030 1.693 0.2251
N -1.066 1.858 -0.213 -0.8940
N 0.938 -0.978 -0.750 -0.2867
N 1.226 0.155 -0.111 -0.3256
```

=====

B) Density functional theory data (wB97M-V/def2-TZVPD) for a cluster of 2 separate species, C6H13N3 in total.

Total charge ... 0
HOMO-LUMO gap ... 9.317 eV
E_HOMO ... -8.33 eV

Structure (XYZ):
```
22
Properties=species:S:1:pos:R:3:nbo_charge:R:1
C -0.015 -3.798 -0.165 0.0841
C -0.652 -0.317 0.285 0.0685
C -0.183 0.966 1.068 -0.2805
C 1.315 0.819 0.993 -0.6025
C -0.656 0.962 2.463 -0.6068
C -0.042 0.228 -3.062 -0.3963
N 0.478 -3.603 0.847 -0.3212
N 0.035 0.491 -1.725 -0.4952
N -0.533 -0.510 -0.929 -0.2671
H -0.627 -3.805 -1.036 0.2368
H -0.528 1.937 0.481 0.1919
H -1.028 -1.166 0.849 0.1896
H 1.625 -0.221 1.154 0.2193
H 1.742 1.399 1.790 0.2028
H 1.585 1.186 0.069 0.2160
H -0.042 0.404 3.039 0.2064
H -1.759 0.696 2.753 0.2153
H -0.695 2.048 2.856 0.2125
H -1.050 0.457 -3.476 0.1725
H 0.520 1.091 -3.602 0.1867
H 0.496 -0.703 -3.210 0.2127
H 0.014 1.440 -1.444 0.3548
```

=====

Stability, descending: B), A)

=====

A) Density functional theory data (wB97M-V/def2-TZVPD) for a cluster of 2 separate species, C2H8NO in total.

Total charge ... -2
HOMO-LUMO gap (spin up / spin down) ... 3.401 / 7.960 eV
Spin multiplicity ... 2
E_HOMO (spin up / spin down) ... 4.38 / -0.17 eV

Structure (XYZ):
```
12
Properties=species:S:1:pos:R:3:nbo_charge:R:1
O -2.960 -1.085 0.629 -1.3469
H -3.616 -0.429 0.900 0.3827
C 1.837 0.432 -0.278 -1.3861
C 0.430 0.199 0.295 -0.2336
N -0.669 0.094 -0.664 -0.9166
H 2.272 -0.439 -0.822 0.1377
H 2.480 0.625 0.590 0.1414
H 1.715 1.128 -1.112 0.1823
H 0.271 0.970 1.033 0.1480
H 0.413 -0.724 0.889 0.1367
H -1.594 -0.043 -0.211 0.4311
H -0.579 -0.727 -1.249 0.3232
```

=====

B) Density functional theory data (wB97M-V/def2-TZVPD) for a cluster of 2 separate species, C2H8NO in total.

Total charge ... -2
HOMO-LUMO gap (spin up / spin down) ... 3.429 / 7.605 eV
Spin multiplicity ... 2
E_HOMO (spin up / spin down) ... 4.41 / 0.15 eV

Structure (XYZ):
```
12
Properties=species:S:1:pos:R:3:nbo_charge:R:1
O 2.315 1.307 1.597 -1.3247
H 2.262 0.790 2.408 0.3899
C 0.700 0.243 -0.505 -0.5199
N -0.335 -0.579 0.140 -0.6849
C -1.620 -0.679 -0.615 -1.1898
H 1.350 -0.479 -1.012 0.1487
H 0.339 1.135 -1.024 0.1409
H 1.417 0.661 0.312 0.3224
H -0.582 -0.204 1.037 0.3272
H -2.329 0.055 -0.208 0.1181
H -2.003 -1.696 -0.437 0.1235
H -1.512 -0.554 -1.691 0.1486
```

=====

Stability, descending: A), B)